This record from the OMol25 dataset describes a cluster of 6 separate species, C15H30Cl6N2O5 in total at a distorted geometry. The level of theory is ωB97M-V/def2-TZVPD.

```
58
Properties=species:S:1:pos:R:3
C 5.07 19.00 -0.10
C 5.86 17.83 0.30
O 4.92 16.78 0.33
C 3.75 17.25 -0.14
O 2.66 16.70 -0.20
O 3.92 18.50 -0.56
H 5.53 19.61 -0.87
H 4.79 19.69 0.70
H 6.20 17.90 1.34
H 6.69 17.64 -0.39
C -10.15 16.96 4.08
C -10.98 16.58 2.94
O -12.19 16.74 2.95
N -10.30 16.17 1.83
C -10.91 15.78 0.62
H -10.48 17.88 4.55
H -9.18 17.28 3.69
H -9.98 16.14 4.77
H -9.30 16.22 1.76
H -11.49 14.86 0.74
H -10.29 15.60 -0.26
H -11.59 16.51 0.17
C -3.90 18.78 -2.17
C -4.34 17.43 -1.54
O -5.56 17.23 -1.37
N -3.47 16.45 -1.42
C -3.81 15.12 -1.14
H -3.93 19.54 -1.39
H -4.56 18.99 -3.01
H -2.92 18.64 -2.63
H -2.51 16.75 -1.47
H -3.91 15.03 -0.05
H -2.93 14.60 -1.51
H -4.70 14.73 -1.64
Cl -8.70 8.51 -2.52
C -9.78 7.28 -1.77
C -10.14 6.29 -2.95
Cl -11.15 4.94 -2.26
H -10.69 7.73 -1.37
H -9.19 7.00 -0.89
H -9.19 5.94 -3.34
H -10.64 6.67 -3.84
Cl -2.99 13.36 -8.22
C -4.42 12.35 -7.74
C -4.00 10.94 -7.39
Cl -3.19 10.84 -5.82
H -5.13 12.45 -8.55
H -5.00 12.81 -6.94
H -3.43 10.66 -8.27
H -4.92 10.36 -7.27
Cl -11.57 21.21 -3.31
C -10.72 21.27 -1.73
C -10.55 22.72 -1.32
Cl -9.55 23.62 -2.43
H -9.75 20.77 -1.84
H -11.26 20.69 -0.98
H -10.12 22.87 -0.33
H -11.49 23.24 -1.46
```

Results
HOMO level: -9.4 eV
SMILES: O=C1OCCO1.CNC(C)=O.CNC(C)=O.ClCCCl.ClCCCl.ClCCCl
Charge: 0
HOMO-LUMO gap: 9.80 eV
ΔE to the lowest compared entry with this formula, charge and spin: 125.6 kJ/mol
Calculated total energy: -3836.37880 Ha

Atom charges from the Löwdin analysis, given in e for atoms 1 to 4: C -0.207; C -0.120; O 0.087; C -0.534



This record from the OMol25 dataset describes an isolated molecule of C8H17NO3 at a distorted geometry. The level of theory is ωB97M-V/def2-TZVPD.

```
29
Properties=species:S:1:pos:R:3
C 2.32 1.44 0.30
C 2.71 0.12 -0.33
C 1.75 -1.08 -0.07
C 0.38 -1.07 -0.75
C -1.64 0.21 -1.27
C -2.89 -0.39 -0.64
C -2.30 0.81 1.28
C -1.06 -0.09 1.05
H 0.62 1.47 -0.45
H 3.25 2.01 0.26
H 2.07 1.31 1.30
H 3.64 -0.20 0.08
H 2.77 0.19 -1.45
H 2.23 -2.01 -0.55
H 2.40 -1.72 1.67
H -0.08 -2.10 -0.63
H 0.67 -0.90 -1.83
H -1.41 -0.35 -2.25
H -1.76 1.29 -1.39
H -3.74 -0.64 -1.33
H -2.57 -1.41 -0.23
H -2.71 0.82 2.28
H -2.05 1.79 0.96
H -0.32 0.24 1.77
H -1.27 -1.16 1.25
N -0.52 0.07 -0.34
O 1.32 2.14 -0.38
O 1.52 -1.23 1.29
O -3.35 0.42 0.42
```

Results
HOMO level: -9.0 eV
SMILES: OCC[C@@H](O)CN1CCOCC1
Charge: 0
HOMO-LUMO gap: 9.50 eV
ΔE to the lowest compared entry with this formula, charge and spin: 140.0 kJ/mol
Calculated total energy: -595.42061 Ha

Atom charges from the Löwdin analysis, given in e for atoms 1 to 4: C -0.288; C -0.124; C -0.427; C -0.129



This record from the OMol25 dataset describes a structure of composition C22H42HoN4O6 at a distorted geometry. The level of theory is ωB97M-V/def2-TZVPD.

```
75
Properties=species:S:1:pos:R:3
Ho -1.88 1.54 -1.23
C 4.32 -0.44 -1.21
C 2.86 -0.78 -0.89
C 2.40 -1.87 -1.87
C 1.07 -2.65 -1.65
C 1.30 -3.95 -0.89
C 0.49 -2.97 -3.03
N 0.02 -1.81 -0.96
C -0.20 -1.83 0.50
C -1.60 -1.33 0.90
N -1.68 0.07 1.43
C -3.13 0.39 1.60
C -3.65 0.89 0.26
O -4.09 0.07 -0.55
O -3.41 2.12 -0.03
C -1.04 0.21 2.79
C -0.29 -1.01 3.34
C -0.10 1.43 2.98
C -0.27 2.75 2.22
C -1.67 3.36 2.36
C 0.67 3.76 2.91
N 0.03 2.56 0.76
C 1.49 2.53 0.48
C 2.19 1.17 0.37
N 1.99 0.41 -0.87
C 1.97 1.28 -2.06
C 0.50 1.68 -2.19
O 0.02 2.83 -2.10
O -0.28 0.67 -2.25
H 4.95 -1.33 -1.10
H 4.72 0.32 -0.53
H 4.43 -0.07 -2.23
H 2.82 -1.19 0.12
H 3.19 -2.61 -1.91
H 2.36 -1.43 -2.87
H 1.86 -4.64 -1.52
H 0.35 -4.44 -0.65
H 1.87 -3.80 0.03
H 1.26 -3.42 -3.66
H 0.12 -2.07 -3.52
H -0.33 -3.69 -2.95
H -0.88 -1.96 -1.45
H 0.26 -0.84 -1.24
H 0.58 -1.23 0.96
H -0.09 -2.85 0.85
H -1.99 -2.02 1.66
H -2.28 -1.40 0.05
H -3.24 1.19 2.33
H -3.69 -0.49 1.93
H -1.86 0.35 3.49
H 0.66 -1.19 2.84
H -0.89 -1.92 3.32
H -0.06 -0.80 4.38
H 0.94 1.11 2.82
H -0.16 1.68 4.04
H -2.08 3.15 3.35
H -2.36 2.98 1.61
H -1.62 4.44 2.25
H 0.21 4.09 3.84
H 0.83 4.65 2.29
H 1.64 3.34 3.17
H -0.29 3.42 0.32
H 2.03 3.05 1.27
H 1.67 3.10 -0.42
H 1.89 0.53 1.20
H 3.26 1.39 0.51
H 2.24 0.73 -2.95
H 2.63 2.15 -1.98
C -3.26 -2.07 -2.81
O -2.50 -0.91 -2.43
C -3.00 0.40 -3.00
O -3.84 0.31 -3.83
H -3.28 -2.76 -1.96
H -2.81 -2.56 -3.67
H -4.27 -1.78 -3.07
```

Results
HOMO level (spin up / spin down): -10.8 / -10.8 eV
2S+1: 5
Charge: +1
HOMO-LUMO gap (spin up / spin down): 8.52 / 8.62 eV
ΔE to the lowest compared entry with this formula, charge and spin: 24.1 kJ/mol
Calculated total energy: -2481.86568 Ha

Atom charges from the Löwdin analysis, given in e for atoms 1 to 4: Ho 1.762; C -0.030; C -0.343; C -0.076



This record from the OMol25 dataset describes a cluster of 3 separate species, C5H15O3 in total at a distorted geometry. The level of theory is ωB97M-V/def2-TZVPD.

```
23
Properties=species:S:1:pos:R:3
C 0.87 -0.63 0.92
O 1.21 0.00 2.06
C -0.24 -0.12 0.04
C -0.68 -0.78 -1.21
C -1.81 -0.15 -2.04
C -1.43 1.10 -2.68
H 0.60 -1.78 0.97
H 1.82 -0.75 0.23
H -0.93 -0.18 0.91
H 0.15 0.85 -0.23
H 0.12 -1.07 -1.96
H -0.92 -1.81 -0.80
H -2.25 -0.70 -2.87
H -2.64 -0.16 -1.35
H -2.24 1.48 -3.23
H -1.21 1.84 -1.79
H -0.46 1.09 -3.41
H 1.94 -2.21 3.48
H 1.06 -1.11 3.12
O 1.25 -1.80 3.86
H 1.69 1.49 2.05
H 2.34 2.95 2.29
O 1.76 2.45 1.66
```

Results
HOMO level: -4.1 eV
Charge: -1
HOMO-LUMO gap: 7.61 eV
ΔE to the lowest compared entry with this formula, charge and spin: 177.8 kJ/mol
Calculated total energy: -425.18138 Ha

Atom charges from the Löwdin analysis, given in e for atoms 1 to 4: C -0.491; O -0.290; C -0.262; C -0.248



This record from the OMol25 dataset describes a structure of composition C33H22BrCl3InN4O2. The level of theory is ωB97M-V/def2-TZVPD.

```
66
Properties=species:S:1:pos:R:3
In 0.76 0.13 0.34
Br -4.20 2.18 -4.73
C -2.65 1.74 -3.75
C -1.70 0.86 -4.30
C -0.58 0.51 -3.60
C -0.34 1.01 -2.30
O 0.74 0.63 -1.66
C -1.29 1.92 -1.76
C -1.11 2.57 -0.50
N -0.25 2.19 0.39
C -0.03 2.92 1.58
C -0.81 3.92 2.08
C -0.44 4.61 3.26
C 0.71 4.29 3.91
C 1.53 3.25 3.44
C 2.76 2.88 4.05
C 3.50 1.86 3.53
C 3.00 1.16 2.42
N 1.87 1.47 1.83
C 1.14 2.53 2.29
C -2.43 2.28 -2.51
H -1.87 0.45 -5.29
H 0.16 -0.17 -4.02
H -1.73 3.44 -0.32
H -1.72 4.22 1.58
H -1.08 5.40 3.62
H 1.02 4.84 4.80
H 3.09 3.42 4.93
H 4.44 1.56 3.96
H 3.51 0.29 2.03
H -3.14 2.98 -2.10
Cl 3.87 -6.43 -1.20
C 3.34 -4.91 -0.56
C 4.23 -4.11 0.16
C 3.82 -2.89 0.65
C 2.52 -2.40 0.43
O 2.23 -1.20 0.90
C 1.62 -3.23 -0.29
C 0.25 -2.89 -0.55
N -0.28 -1.74 -0.32
C -1.65 -1.50 -0.50
C -2.42 -1.96 -1.53
C -3.80 -1.64 -1.58
C -4.38 -0.90 -0.59
C -3.60 -0.41 0.48
C -4.13 0.34 1.56
C -3.30 0.77 2.56
C -1.92 0.51 2.45
N -1.39 -0.16 1.46
C -2.22 -0.67 0.50
C 2.05 -4.48 -0.76
H 5.24 -4.45 0.34
H 4.51 -2.27 1.21
H -0.38 -3.69 -0.94
H -1.98 -2.55 -2.32
H -4.39 -2.00 -2.40
H -5.44 -0.68 -0.61
H -5.19 0.56 1.59
H -3.67 1.32 3.41
H -1.24 0.89 3.21
H 1.36 -5.11 -1.31
Cl 1.05 -3.06 -3.86
C 2.80 -2.77 -3.80
Cl 3.22 -1.42 -2.75
H 3.13 -2.54 -4.81
H 3.28 -3.67 -3.43
```

Results
HOMO level: -10.4 eV
Charge: +1
HOMO-LUMO gap: 6.81 eV
ΔE to the lowest compared entry with this formula, charge and spin: 0.0 kJ/mol
Calculated total energy: -5784.89007 Ha

Atom charges from the Löwdin analysis, given in e for atoms 1 to 4: In 0.950; Br 0.755; C -0.700; C -0.093



Repeat the second record exactly.
This record from the OMol25 dataset describes an isolated molecule of C8H17NO3 at a distorted geometry. The level of theory is ωB97M-V/def2-TZVPD.

```
29
Properties=species:S:1:pos:R:3
C 2.32 1.44 0.30
C 2.71 0.12 -0.33
C 1.75 -1.08 -0.07
C 0.38 -1.07 -0.75
C -1.64 0.21 -1.27
C -2.89 -0.39 -0.64
C -2.30 0.81 1.28
C -1.06 -0.09 1.05
H 0.62 1.47 -0.45
H 3.25 2.01 0.26
H 2.07 1.31 1.30
H 3.64 -0.20 0.08
H 2.77 0.19 -1.45
H 2.23 -2.01 -0.55
H 2.40 -1.72 1.67
H -0.08 -2.10 -0.63
H 0.67 -0.90 -1.83
H -1.41 -0.35 -2.25
H -1.76 1.29 -1.39
H -3.74 -0.64 -1.33
H -2.57 -1.41 -0.23
H -2.71 0.82 2.28
H -2.05 1.79 0.96
H -0.32 0.24 1.77
H -1.27 -1.16 1.25
N -0.52 0.07 -0.34
O 1.32 2.14 -0.38
O 1.52 -1.23 1.29
O -3.35 0.42 0.42
```

Results
HOMO level: -9.0 eV
SMILES: OCC[C@@H](O)CN1CCOCC1
Charge: 0
HOMO-LUMO gap: 9.50 eV
ΔE to the lowest compared entry with this formula, charge and spin: 140.0 kJ/mol
Calculated total energy: -595.42061 Ha

Atom charges from the Löwdin analysis, given in e for atoms 1 to 4: C -0.288; C -0.124; C -0.427; C -0.129



charge of number 1 (C15H30Cl6N2O5)?
0